Below is C26H32BrCrO4 as an isolated structure in a non-equilibrium geometry, with properties calculated with ωB97M-V/def2-TZVPD.

Cartesian coordinates (Å):
O  -2.70  -1.32  0.17
C  -3.19  -0.07  0.77
C  -3.62  -0.75  2.08
H  -4.02  0.32  0.19
H  -2.38  0.66  0.89
C  -2.92  -1.99  1.44
H  -4.69  -0.88  2.19
H  -3.14  -0.32  2.97
C  -3.80  -3.22  1.28
H  -4.69  -2.96  0.70
H  -4.09  -3.62  2.25
H  -3.24  -4.01  0.76
C  -1.60  -2.33  2.11
H  -1.01  -1.41  2.21
H  -1.04  -3.04  1.49
H  -1.75  -2.74  3.11
Cr  2.06  0.04  0.91
C  2.51  0.48  3.10
C  2.69  1.70  2.38
C  1.48  2.01  1.68
H  3.55  2.37  2.45
C  0.50  0.99  2.00
C  1.16  0.04  2.88
H  0.68  -0.80  3.38
H  3.23  0.02  3.76
H  1.29  2.91  1.10
H  -0.54  0.99  1.69
C  3.75  -1.32  -0.23
C  3.32  -1.83  1.05
C  1.90  -2.11  0.95
H  3.97  -2.08  1.89
C  1.45  -1.67  -0.36
C  2.61  -1.20  -1.08
H  2.61  -0.91  -2.12
H  4.79  -1.17  -0.53
H  1.27  -2.62  1.68
H  0.44  -1.79  -0.76
O  -4.76  -0.02  -1.49
C  -6.04  -0.62  -1.15
C  -7.19  0.07  -1.90
H  -6.18  -0.52  -0.06
H  -5.99  -1.70  -1.36
C  -6.51  1.22  -2.68
H  -7.92  0.45  -1.19
H  -7.70  -0.62  -2.58
C  -5.00  0.98  -2.50
H  -6.80  2.19  -2.25
H  -6.80  1.21  -3.74
H  -4.47  1.89  -2.18
H  -4.57  0.65  -3.46
Br  6.00  0.85  1.04
C  6.22  1.47  -0.74
C  7.43  1.26  -1.41
C  7.60  1.79  -2.70
C  6.56  2.48  -3.33
C  5.33  2.63  -2.67
C  5.18  2.17  -1.36
C  3.90  2.41  -0.58
O  3.96  3.38  0.20
O  2.94  1.60  -0.81
H  8.22  0.72  -0.91
H  8.56  1.66  -3.19
H  6.70  2.91  -4.32
H  4.49  3.13  -3.15

E_tot: -134132.2810 eV
energy above the lowest of the compared OMol25 structures with the same formula, charge and spin: 0.0 kcal/mol
E_LUMO (spin up / spin down): -0.009 / -0.008 Ha
HOMO energy (spin up / spin down): -8.05 / -8.13 eV
2S+1: 4
charge: 0
<S²>: 3.847
frontier orbital gap (spin up / spin down): 7.81 / 7.90 eV

Here is what natural (NBO) gives for the atomic charges, in e: -0.55 -0.07 -0.46 0.23 0.15 0.27 0.21 0.21 -0.63 0.22 0.21 0.21 -0.62 0.20 0.21 0.21 0.93 -0.27 -0.22 -0.23 0.28 -0.34 -0.27 0.25 0.25 0.28 0.25 -0.21 -0.30 -0.30 0.25 -0.33 -0.21 0.26 0.26 0.25 0.27 -0.54 -0.07 -0.44 0.17 0.18 -0.43 0.21 0.21 -0.07 0.21 0.22 0.18 0.17 0.04 -0.10 -0.24 -0.23 -0.21 -0.21 -0.05 0.76 -0.70 -0.79 0.22 0.21 0.21 0.22

Below is one molecule with the formula C3H6FNO in a non-equilibrium geometry, with properties calculated with ωB97M-V/def2-TZVPD.

Cartesian coordinates (Å):
C  1.22  -0.18  -0.47
C  0.40  -0.11  0.84
N  -0.71  0.81  0.60
F  -0.35  1.85  -0.31
C  -1.88  -0.16  -0.21
O  -1.84  -1.33  -0.06
H  1.22  0.66  -1.14
H  2.38  -0.35  -0.24
H  0.98  -0.92  -1.15
H  -0.02  -1.06  1.12
H  1.05  0.20  1.70
H  -2.44  0.59  -0.66

E_tot: -9459.6037 eV
energy above the lowest of the compared OMol25 structures with the same formula, charge and spin: 96.7 kcal/mol
E_LUMO: 0.021 Ha
HOMO energy: -9.55 eV
2S+1: 1
charge: 0
frontier orbital gap: 10.12 eV

Here is what natural (NBO) gives for the atomic charges, in e: -0.64 -0.29 -0.11 -0.28 0.56 -0.48 0.23 0.21 0.21 0.23 0.20 0.16

Below is one molecule with the formula C17H19N3O2, with properties calculated with ωB97M-V/def2-TZVPD.

Cartesian coordinates (Å):
O  -0.84  -2.24  -0.65
C  -1.03  -1.12  -0.22
N  -2.23  -0.50  -0.31
C  -2.69  0.64  0.44
C  -3.99  0.27  1.17
O  -4.97  -0.21  0.28
C  -4.51  -1.36  -0.40
C  -3.24  -1.04  -1.20
N  -0.03  -0.43  0.49
C  0.98  -1.25  1.14
C  2.34  -1.15  0.49
C  2.45  -1.23  -0.89
C  3.68  -1.12  -1.50
C  4.82  -0.94  -0.74
C  4.72  -0.86  0.64
C  3.48  -0.96  1.25
C  0.30  0.88  0.15
C  1.23  1.61  0.89
C  1.53  2.89  0.48
C  0.91  3.42  -0.64
C  -0.01  2.62  -1.29
N  -0.31  1.39  -0.92
H  -1.94  0.94  1.18
H  -2.87  1.48  -0.24
H  -4.41  1.14  1.66
H  -3.77  -0.50  1.93
H  -5.32  -1.66  -1.07
H  -4.30  -2.17  0.32
H  -2.84  -1.95  -1.66
H  -3.47  -0.30  -1.96
H  0.63  -2.28  1.06
H  1.04  -0.98  2.20
H  1.56  -1.39  -1.48
H  3.75  -1.19  -2.58
H  5.79  -0.85  -1.22
H  5.61  -0.72  1.24
H  3.41  -0.90  2.33
H  1.70  1.19  1.76
H  2.25  3.48  1.04
H  1.13  4.42  -0.99
H  -0.54  2.97  -2.17

E_tot: -26503.0389 eV
energy above the lowest of the compared OMol25 structures with the same formula, charge and spin: 38.0 kcal/mol
E_LUMO: 0.026 Ha
HOMO energy: -8.56 eV
2S+1: 1
charge: 0
frontier orbital gap: 9.27 eV

Here is what natural (NBO) gives for the atomic charges, in e: -0.65 0.83 -0.43 -0.24 -0.07 -0.52 -0.08 -0.25 -0.49 -0.24 -0.05 -0.15 -0.22 -0.22 -0.21 -0.21 0.39 -0.29 -0.15 -0.29 0.06 -0.48 0.22 0.20 0.20 0.16 0.20 0.17 0.25 0.19 0.26 0.20 0.22 0.21 0.21 0.21 0.21 0.22 0.22 0.22 0.19